C30H34N4O4 | ωB97M-V/def2-TZVPD

Last column: Mulliken charge in e.
CARTESIAN COORDINATES (ANGSTROEM)
C -6.256 -2.196 -1.409  -1.084
C -6.371 -0.711 -1.059  -1.122
C -5.076 -0.215 -0.484  1.085
C -4.829 -0.292 0.881  -0.776
C -3.611 0.101 1.399  -0.533
C -2.602 0.575 0.568  -0.474
C -1.264 0.879 1.188  0.201
C -0.435 2.031 0.572  -0.643
O -0.525 2.400 -0.580  -0.612
N 0.423 2.540 1.476  -0.012
C 1.451 3.521 1.175  0.058
C 2.524 2.977 0.207  -0.220
C 2.882 4.166 -0.680  -0.894
C 1.532 4.847 -0.883  -0.469
C 0.896 4.799 0.507  -1.195
N -0.421 -0.331 1.166  0.622
C 0.413 -0.547 2.204  1.082
O 0.519 0.246 3.134  -0.794
C 1.246 -1.773 2.167  -1.251
C 1.992 -2.144 1.132  0.404
C 2.842 -3.355 1.189  -0.400
O 2.545 -4.345 1.822  -0.652
N 3.979 -3.329 0.426  -0.027
C 4.576 -2.275 -0.225  -0.019
C 4.443 -0.874 -0.015  0.432
C 5.309 -0.330 -0.922  0.086
C 5.669 1.072 -1.243  -0.927
O 5.909 -1.314 -1.606  -0.125
N 5.458 -2.514 -1.171  -0.723
C -0.593 -1.237 0.083  -0.451
C -0.172 -0.846 -1.183  0.304
C -0.346 -1.686 -2.266  -1.043
C -0.944 -2.921 -2.084  -0.990
C -1.365 -3.305 -0.825  -0.944
C -1.203 -2.477 0.279  1.558
C -1.655 -2.935 1.629  -1.907
C -2.852 0.671 -0.794  -0.087
C -4.076 0.284 -1.307  -1.010
H -7.187 -2.561 -1.836  0.397
H -6.030 -2.777 -0.517  0.299
H -5.456 -2.353 -2.129  0.302
H -6.617 -0.147 -1.961  0.357
H -7.178 -0.572 -0.337  0.368
H -5.598 -0.664 1.543  0.384
H -3.441 0.035 2.466  0.424
H -1.414 1.117 2.249  0.874
H 0.500 2.056 2.364  0.386
H 1.906 3.772 2.136  0.630
H 2.079 2.190 -0.403  -0.125
H 3.381 2.564 0.739  0.438
H 3.567 4.834 -0.155  0.314
H 3.345 3.864 -1.619  0.388
H 0.928 4.260 -1.574  0.128
H 1.622 5.863 -1.263  0.468
H 1.188 5.672 1.090  0.398
H -0.189 4.769 0.453  0.335
H 1.331 -2.298 3.110  0.500
H 1.970 -1.618 0.190  0.824
H 4.460 -4.215 0.322  0.290
H 3.842 -0.362 0.705  0.530
H 6.348 1.083 -2.091  0.344
H 6.156 1.542 -0.390  0.321
H 4.777 1.646 -1.483  0.072
H 0.283 0.124 -1.313  0.375
H -0.016 -1.376 -3.246  0.515
H -1.085 -3.584 -2.924  0.459
H -1.836 -4.267 -0.688  0.543
H -1.870 -2.095 2.284  0.272
H -2.550 -3.547 1.538  0.536
H -0.876 -3.543 2.093  0.332
H -2.098 1.067 -1.452  0.492
H -4.254 0.365 -2.370  0.385

## Properties
SMILES string: CCc1ccc([C@H](C(=O)NC2CCCC2)N(C(=O)/C=C/C(=O)Nc2cc(C)on2)c2ccccc2C)cc1
Total charge: 0
E_LUMO: 0.014 eV
Kohn-Sham gap: 8.9790 eV
F_max: 1.41 eV/Å
Energy relative to the best compared isomer or geometry (same formula, charge and spin): 270.45 kJ/mol
M: 514.626 g/mol

---

C30H34N5PdS | ωB97M-V/def2-TZVPD

Last column: Mulliken charge in e.
CARTESIAN COORDINATES (ANGSTROEM)
Pd -0.187 -0.403 0.378  -0.191
C -2.860 -5.298 0.038  -1.183
C -2.504 -4.446 1.196  0.933
N -2.665 -4.763 2.435  -0.857
N -2.180 -3.683 3.126  0.219
C -1.711 -2.688 2.341  0.190
S -1.044 -1.255 2.808  -0.425
N -1.932 -3.197 1.076  0.308
N -1.604 -2.514 -0.064  -0.555
H -3.289 -6.226 0.406  0.364
H -1.973 -5.520 -0.558  0.281
H -3.580 -4.796 -0.609  0.277
H -2.200 -3.675 4.128  0.163
H -0.862 -2.928 -0.612  0.230
H -2.391 -2.186 -0.602  0.227
C -1.699 0.763 -0.408  -2.219
C -1.680 1.837 0.268  1.223
C -1.687 2.973 1.015  0.124
C -2.720 3.121 2.045  0.557
C -2.463 3.752 3.272  -0.216
C -3.419 3.788 4.271  -0.691
C -4.665 3.208 4.078  -0.397
C -4.938 2.583 2.867  -0.606
C -3.982 2.536 1.870  -0.535
C -0.617 3.955 0.823  0.069
C -0.801 5.318 1.109  -0.235
C 0.214 6.235 0.897  -0.662
C 1.441 5.826 0.393  -0.449
C 1.633 4.484 0.085  -0.576
C 0.622 3.565 0.291  -0.117
H -1.485 4.178 3.450  0.512
H -3.186 4.260 5.219  0.365
H -5.409 3.232 4.865  0.370
H -5.907 2.124 2.706  0.369
H -4.186 2.036 0.931  0.415
H -1.760 5.654 1.480  0.519
H 0.046 7.283 1.120  0.366
H 2.239 6.543 0.242  0.362
H 2.586 4.157 -0.315  0.384
H 0.768 2.518 0.058  0.266
C 4.260 -1.758 -4.825  -1.543
C 2.956 -1.684 -4.065  0.445
C 1.748 -1.800 -4.739  -0.765
C 0.556 -1.674 -4.017  0.071
C -0.780 -1.760 -4.713  -1.521
C 0.601 -1.456 -2.659  0.060
C 1.817 -1.366 -1.906  -0.041
C 2.998 -1.479 -2.692  -0.616
N 1.691 -1.230 -0.573  0.494
C 2.729 -1.056 0.438  2.552
C 2.576 -2.220 1.440  -1.386
C 4.200 -1.025 -0.003  -2.529
C 2.454 0.263 1.195  -1.670
H 4.088 -1.942 -5.887  0.360
H 4.899 -2.556 -4.440  0.313
H 4.810 -0.819 -4.729  0.306
H 1.731 -1.964 -5.812  0.168
H -0.658 -1.827 -5.795  0.368
H -1.387 -0.883 -4.484  0.328
H -1.334 -2.642 -4.381  0.272
H -0.321 -1.272 -2.115  0.364
H 3.978 -1.410 -2.244  0.384
H 2.793 -3.168 0.942  0.377
H 1.548 -2.242 1.802  0.012
H 3.252 -2.110 2.294  0.398
H 4.496 -1.960 -0.480  0.458
H 4.830 -0.883 0.879  0.510
H 4.387 -0.192 -0.682  0.447
H 1.361 0.346 1.422  0.401
H 2.739 1.116 0.574  0.317
H 3.018 0.302 2.133  0.487

## Properties
Total charge: -1
E_LUMO (spin up / spin down): 2.124 / 2.095 eV
Kohn-Sham gap (spin up / spin down): 5.2174 / 5.1629 eV
F_max: 1.79 eV/Å
Energy relative to the best compared isomer or geometry (same formula, charge and spin): 66.86 kJ/mol
M: 603.124 g/mol

---

C30H34NO7RuS2 | ωB97M-V/def2-TZVPD

Last column: Mulliken spin population.
CARTESIAN COORDINATES (ANGSTROEM)
C 0.325 -0.384 -7.188  0.001
C 0.146 -1.050 -5.810  0.010
C -0.153 1.082 -7.033  0.001
C -0.933 1.138 -5.709  0.001
H -0.840 1.255 -7.865  0.000
H 0.685 1.780 -7.129  0.000
C -1.068 -0.310 -5.205  -0.027
H 1.067 -0.840 -5.236  -0.003
H 0.021 -2.143 -5.890  -0.001
C -1.056 -0.144 -3.706  -0.025
H -1.985 -0.801 -5.566  0.000
H -1.934 1.565 -5.877  -0.001
C -0.296 1.891 -4.478  -0.001
C 1.767 -0.497 -7.664  -0.001
C -0.481 -1.031 -8.313  0.000
O -1.117 -0.388 -9.143  0.000
O 2.736 -0.522 -6.912  -0.001
O 1.864 -0.591 -8.996  0.000
O -0.460 -2.366 -8.389  0.000
C -1.164 -2.804 -9.563  0.000
H -1.088 -3.890 -9.566  0.000
H -0.701 -2.374 -10.456  0.000
H -2.211 -2.488 -9.529  0.000
C 3.199 -0.779 -9.474  0.000
H 3.913 -0.154 -8.926  0.000
H 3.166 -0.518 -10.533  0.000
H 3.471 -1.834 -9.346  0.000
O -0.135 0.895 -3.367  0.022
H -0.794 -1.061 -3.172  0.037
H -2.055 0.206 -3.393  -0.007
C -1.264 2.966 -3.973  -0.010
C 1.089 2.455 -4.739  0.004
H 1.045 3.176 -5.566  0.000
H 1.801 1.655 -4.986  0.001
H 1.456 2.978 -3.847  0.001
H -0.832 3.494 -3.109  0.007
H -2.226 2.528 -3.655  -0.001
H -1.467 3.705 -4.766  0.000
Ru -0.097 0.404 -0.187  2.752
C -2.068 0.165 0.983  0.106
C -2.748 0.358 -0.265  0.058
C -2.465 -0.743 -1.095  0.141
H -3.398 1.194 -0.505  0.010
C -1.448 -1.532 -0.481  0.180
C -1.213 -0.995 0.842  -0.008
H -0.669 -1.467 1.650  -0.007
H -2.224 0.705 1.906  0.021
H -2.978 -0.985 -2.018  -0.032
H -1.011 -2.437 -0.893  -0.020
C 2.067 0.960 -0.238  0.069
C 1.709 -0.242 0.519  -0.052
C 1.545 -1.309 -0.453  0.134
H 1.796 -0.354 1.592  -0.006
C 1.921 -0.802 -1.734  0.197
C 2.187 0.580 -1.621  0.126
H 2.510 1.231 -2.420  0.034
H 2.343 1.903 0.222  0.021
H 1.282 -2.334 -0.212  -0.032
H 2.035 -1.399 -2.635  0.032
O 2.996 3.173 4.314  0.013
S 2.317 1.979 3.881  0.056
O 3.024 0.718 3.938  0.019
N 1.608 2.159 2.382  0.157
C 0.294 2.186 2.390  0.274
S -0.481 2.386 0.865  0.283
C -0.295 2.026 3.734  0.047
C -1.622 1.904 4.171  0.056
C -1.888 1.720 5.533  -0.012
C -0.836 1.622 6.456  0.237
C 0.495 1.655 6.017  -0.103
C 0.737 1.870 4.663  0.154
H -2.415 1.986 3.430  0.058
H -2.923 1.653 5.872  0.001
H -1.053 1.517 7.518  0.036
H 1.339 1.524 6.691  -0.005

## Properties
2S+1: 6
Total charge: -2
E_LUMO (spin up / spin down): 3.216 / 3.215 eV
Kohn-Sham gap (spin up / spin down): 1.5242 / 3.9853 eV
F_max: 3.84 eV/Å
⟨S²⟩: 8.7973
Energy relative to the best compared isomer or geometry (same formula, charge and spin): 52.16 kJ/mol
M: 685.806 g/mol

---

Look up the total charge of the third one. -2